1.
103
Properties=species:S:1:pos:R:3:forces:R:3:mulliken_spin:R:1 method="wB97M-V/def2-TZVPD" total_charge=+2 total_energy_ev=-153477.5708 de_lowest_ev=0.000 multiplicity=5
Ru -1.243520 -0.821630 -1.227707 0.0 0.3 -0.1 2.592
C -4.151195 -0.143979 -2.047868 -0.1 0.0 0.0 0.014
N -2.790082 -0.218739 -2.622135 0.1 -0.1 0.0 -0.055
C -2.428121 1.120230 -3.159710 0.0 0.0 0.0 -0.004
C -2.785581 -1.228835 -3.715074 0.1 0.0 -0.1 0.067
C -1.367057 -1.634665 -4.058738 0.0 0.1 0.1 -0.065
N -0.738789 -2.106968 -2.822324 -0.1 -0.1 -0.2 0.546
C 0.373220 -2.886496 -2.909287 0.1 0.0 0.0 0.097
C 0.733155 -3.705571 -1.818391 0.0 0.0 0.0 0.041
F -0.113269 -3.821523 -0.787113 0.0 0.1 0.0 0.001
C 1.898660 -4.427404 -1.792959 0.0 0.0 0.0 -0.039
F 2.164240 -5.174412 -0.723819 0.0 0.0 0.0 -0.005
C 2.790214 -4.378120 -2.850034 0.1 0.0 0.0 0.159
C 2.471978 -3.587787 -3.936243 0.0 0.0 0.0 -0.051
F 3.313751 -3.490146 -4.955721 0.0 0.0 0.0 -0.006
C 1.292807 -2.867098 -3.985189 0.0 0.0 0.0 0.109
F 1.082524 -2.086437 -5.038091 0.0 0.0 0.0 0.013
H -4.871361 0.095844 -2.834399 0.0 0.0 0.0 0.009
H -4.183460 0.624063 -1.280531 0.0 0.0 0.0 0.003
H -4.418446 -1.107393 -1.613015 0.0 0.0 0.0 0.003
H -3.117114 1.384354 -3.965868 0.0 0.0 0.0 0.001
H -1.406392 1.117543 -3.532023 0.0 0.0 0.0 0.005
H -2.501751 1.850003 -2.358548 0.0 0.0 0.0 -0.001
H -3.300969 -0.827143 -4.591653 0.0 0.0 0.0 0.000
H -3.340554 -2.099580 -3.364745 0.0 0.0 0.0 0.000
H -0.798767 -0.789139 -4.455385 0.0 0.0 0.0 0.023
H -1.369294 -2.415347 -4.820138 0.0 0.0 0.0 0.009
H 3.717213 -4.935299 -2.821127 0.0 0.0 0.0 0.000
Br 5.514191 -3.072469 0.513994 0.0 0.0 0.0 0.000
C 4.731111 -1.923669 -0.765472 0.0 0.0 0.0 -0.002
C 5.492617 -1.443147 -1.820842 0.0 0.0 0.0 0.005
C 4.901367 -0.617339 -2.768529 0.0 0.0 0.0 0.000
C 3.562357 -0.279623 -2.664373 0.0 -0.1 0.0 0.011
C 2.809272 -0.770771 -1.600352 0.0 0.0 -0.1 -0.029
C 3.393873 -1.592814 -0.643189 0.0 0.0 0.0 0.017
C 1.354370 -0.485134 -1.546050 0.1 0.1 0.2 -0.045
O 0.667110 -1.034353 -0.580943 0.0 -0.2 0.0 0.020
O 0.768153 0.174844 -2.412587 -0.2 0.0 0.0 0.094
H 6.537588 -1.710103 -1.899715 0.0 0.0 0.0 0.000
H 5.493422 -0.243775 -3.592862 0.0 0.0 0.0 0.000
H 3.087364 0.347171 -3.405706 0.0 0.0 0.0 0.005
H 2.807638 -1.973485 0.180474 0.0 0.0 0.0 0.004
N -2.120264 -4.219614 2.875199 0.0 0.0 0.0 0.000
C -3.266613 -4.221909 1.901645 0.0 0.0 -0.1 0.006
C -2.800427 -3.636500 0.572982 0.0 0.0 0.0 0.008
N -2.195707 -2.310275 0.705445 0.1 0.0 0.0 0.054
C -1.124764 -2.283024 1.714870 0.0 0.1 0.0 -0.016
C -1.564637 -2.830200 3.060688 0.0 0.0 0.0 -0.004
H -1.378810 -4.834200 2.529147 0.0 0.0 0.0 0.000
H -2.422254 -4.603224 3.772240 0.0 0.0 0.0 0.000
H -4.056488 -3.625775 2.358118 0.0 0.0 0.0 0.000
H -3.614604 -5.247605 1.789961 0.0 0.0 0.0 0.000
H -3.661104 -3.581254 -0.092680 0.0 0.0 0.0 0.000
H -2.075444 -4.307314 0.108213 0.0 0.0 0.0 0.001
H -2.894785 -1.613995 0.954469 0.0 0.0 0.0 0.009
H -0.789310 -1.251727 1.852643 0.0 0.0 0.0 0.010
H -0.274151 -2.850331 1.330290 0.0 0.0 0.0 0.002
H -2.363394 -2.234219 3.502769 0.0 0.0 0.0 0.000
H -0.733836 -2.889385 3.761872 0.0 0.0 0.0 0.001
C 1.598148 4.593294 0.250856 0.0 0.0 0.0 0.001
C 1.291264 3.414554 -0.659560 0.0 -0.1 0.0 -0.006
C 2.534225 3.008579 -1.431566 0.0 0.0 0.0 0.001
C 0.140944 3.713827 -1.608271 0.0 0.0 0.0 0.020
O 0.933728 2.239280 0.142812 0.1 0.1 0.0 0.000
Si -0.290009 1.969247 1.152545 -0.1 0.0 0.1 0.072
S -1.878335 0.746704 0.258922 0.0 0.0 -0.1 0.316
O -1.044367 3.337076 1.537670 0.1 0.0 0.0 0.004
C -1.945318 3.799043 2.574870 0.0 0.0 0.0 -0.004
C -1.167243 3.938183 3.874761 0.0 0.0 0.0 0.001
C -2.455814 5.146734 2.094712 0.0 0.0 0.0 0.000
C -3.090795 2.810069 2.737827 0.0 0.0 0.0 0.012
O 0.141622 1.012801 2.395298 0.1 -0.1 -0.1 -0.023
C 1.417321 0.797605 3.069439 0.0 0.0 0.0 0.004
C 2.320535 -0.026544 2.165681 -0.1 0.0 0.0 0.007
C 2.068392 2.131151 3.400473 0.0 0.0 0.0 0.001
C 1.070895 0.034607 4.338318 0.0 0.0 0.0 -0.001
H 1.907442 5.443916 -0.357138 0.0 0.0 0.0 0.000
H 2.420001 4.350183 0.925226 0.0 0.0 0.0 0.000
H 0.728367 4.884204 0.835619 0.0 0.0 0.0 0.000
H 2.907707 3.857523 -2.005222 0.0 0.0 0.0 0.000
H 2.306528 2.197147 -2.122143 0.0 0.0 0.0 -0.001
H 3.318634 2.684886 -0.745649 0.0 0.0 0.0 0.000
H 0.400986 4.542956 -2.267187 0.0 0.0 0.0 0.000
H -0.758616 3.986514 -1.053759 0.0 0.0 0.0 0.001
H -0.056107 2.832817 -2.220901 0.0 0.0 0.0 -0.009
H -0.292817 4.573497 3.730179 0.0 0.0 0.0 0.000
H -0.842602 2.960398 4.230348 0.0 0.0 0.0 0.000
H -1.796444 4.388891 4.642794 0.0 0.0 0.0 0.000
H -1.626025 5.841393 1.962216 0.0 0.0 0.0 0.000
H -3.148479 5.570893 2.821338 0.0 0.0 0.0 0.000
H -2.974247 5.038108 1.141401 0.0 0.0 0.0 0.000
H -2.715209 1.833186 3.052239 0.0 0.0 0.0 -0.005
H -3.640246 2.694790 1.802259 0.0 0.0 0.0 0.001
H -3.780909 3.171332 3.500547 0.0 0.0 0.0 0.000
H 2.543433 0.520417 1.249948 0.0 0.0 0.0 -0.003
H 1.833064 -0.965315 1.895052 0.0 0.0 0.0 -0.001
H 3.257738 -0.252773 2.675496 0.0 0.0 0.0 -0.001
H 2.294071 2.678741 2.484961 0.0 0.0 0.0 0.000
H 3.003789 1.968870 3.936472 0.0 0.0 0.0 0.000
H 1.418130 2.740092 4.025618 0.0 0.0 0.0 0.000
H 0.589631 -0.915064 4.086840 0.0 0.0 0.0 0.000
H 0.389387 0.613476 4.961685 0.0 0.0 0.0 0.000
H 1.971714 -0.180397 4.913086 0.0 0.0 0.0 0.000

2.
60
Properties=species:S:1:pos:R:3:forces:R:3:mulliken_spin:R:1 method="wB97M-V/def2-TZVPD" total_charge=-1 total_energy_ev=-126785.9985 de_lowest_ev=0.582 multiplicity=3
W -0.488545 0.941217 1.134107 -1.4 -1.3 0.8 2.333
N 2.219072 0.691633 1.096698 0.5 0.2 -0.3 0.049
C 2.650252 -0.453596 0.295348 -0.3 0.0 0.2 -0.021
C 3.314345 -1.559503 1.156024 -0.2 -0.1 0.0 0.001
C 2.455443 -2.179701 2.289153 -0.3 0.1 -0.4 0.014
C 1.848694 -3.591245 2.079036 0.3 0.3 0.3 0.002
N 0.814094 -3.802163 1.074345 -0.1 0.8 -0.5 0.001
C -0.445922 -3.338331 1.178577 -0.2 -1.0 0.3 0.001
N -1.012754 -3.085661 2.355699 0.0 0.3 -0.2 0.001
N -1.241519 -3.441080 0.088389 0.2 0.5 -0.1 -0.002
C 1.388786 -1.083242 -0.276215 0.2 -0.6 0.2 0.015
O 1.440661 -1.864002 -1.243106 0.0 0.0 0.2 0.011
O 0.368873 -0.925951 0.463077 -0.6 -0.4 -0.1 -0.105
H 2.249812 1.533508 0.526314 0.1 0.0 0.1 0.003
H 2.832735 0.858359 1.888302 -0.2 0.1 0.0 0.005
H 3.344272 -0.183416 -0.509033 -0.1 -0.1 0.1 -0.001
H 4.204078 -1.117788 1.611761 0.1 0.0 -0.1 -0.001
H 3.647358 -2.342438 0.469399 0.1 0.0 0.0 0.000
H 1.655209 -1.486133 2.549525 0.0 0.1 0.1 -0.014
H 3.093273 -2.286114 3.169793 -0.1 0.0 0.1 0.000
H 1.429770 -3.915287 3.035001 0.2 -0.1 0.0 -0.001
H 2.654976 -4.281798 1.818815 -0.1 -0.1 0.1 0.000
H 1.147823 -3.760876 0.114723 0.0 0.0 0.1 0.000
H -0.422883 -2.879837 3.147550 0.0 0.2 0.0 -0.001
H -1.872991 -2.532097 2.347119 0.3 0.1 0.0 0.000
H -0.740176 -3.288717 -0.782138 -0.1 0.1 0.1 -0.001
H -2.082139 -2.878948 0.149051 0.0 0.1 0.0 -0.003
O -1.469926 3.010179 1.259838 0.2 -0.3 -1.1 0.001
H -0.916009 3.756504 1.531790 0.1 -0.1 0.1 0.007
H -1.522268 3.092567 0.226146 -0.1 0.1 1.0 -0.006
C -3.991757 0.075081 2.356012 0.1 0.1 0.0 -0.017
O -2.985597 -0.636930 1.662611 0.1 -0.3 -0.2 0.008
C -2.276676 0.182046 0.720406 0.7 0.4 0.5 -0.460
C -3.092259 0.330908 -0.547232 0.1 0.1 0.1 0.054
H -3.587945 1.014486 2.747910 0.0 -0.1 0.0 0.003
H -4.323083 -0.551194 3.184526 -0.1 0.0 0.0 0.002
H -4.841008 0.301755 1.700547 0.0 0.0 0.0 -0.001
H -3.914247 -0.392196 -0.568735 0.0 0.0 0.0 0.000
H -2.468173 0.172836 -1.431444 0.0 0.0 0.0 -0.017
H -3.520856 1.336232 -0.631597 0.0 0.0 -0.1 -0.026
I -0.544097 0.113234 3.786410 0.0 -0.1 0.6 0.021
Br 0.528911 0.811124 -7.572620 -0.1 0.1 0.1 0.000
C 0.162886 1.207393 -5.741923 0.0 0.0 0.1 0.006
C 0.494920 0.271213 -4.773041 0.0 0.0 -0.5 -0.002
C 0.245463 0.561609 -3.449840 -0.2 0.5 0.5 0.015
C -0.346451 1.778398 -3.081840 0.3 -0.3 -1.3 -0.011
C -0.675357 2.701330 -4.082168 0.1 -0.2 0.8 0.006
C -0.412909 2.425251 -5.406306 0.1 -0.2 -0.4 -0.004
C -0.653028 2.048568 -1.670757 -0.9 1.0 1.6 0.013
O -1.408776 2.999034 -1.347623 0.6 -0.6 -0.6 0.025
O -0.151782 1.233466 -0.817562 0.3 0.4 -1.8 0.076
H 0.942487 -0.671299 -5.055693 0.0 0.0 0.0 0.000
H 0.506574 -0.148186 -2.677799 0.0 -0.1 0.0 -0.003
H -1.125389 3.636455 -3.781299 -0.1 0.0 0.0 0.001
H -0.649403 3.139771 -6.182337 0.0 0.0 0.0 0.000
F 1.201907 3.371398 0.362517 0.2 0.1 -0.4 0.002
B 1.533470 3.726930 1.685960 -0.2 -0.6 0.1 0.024
F 2.899750 3.745653 1.844709 0.6 0.1 0.1 0.000
F 0.974222 2.689026 2.503617 0.1 0.1 0.0 -0.001
F 0.933792 4.920564 2.019483 -0.3 0.6 0.1 0.000

3.
10
Properties=species:S:1:pos:R:3:forces:R:3:lowdin_charge:R:1 method="wB97M-V/def2-TZVPD" total_energy_ev=-9212.8271 de_lowest_ev=2.396
O -2.064423 2.886188 1.228648 1.8 1.5 0.0 0.203
C -2.541724 1.856135 1.085350 -1.6 -0.1 0.3 -0.482
O -3.223670 0.939538 0.992550 -0.3 -1.5 -0.2 0.202
C 0.210674 -0.653660 1.138062 -1.4 -0.6 -0.1 -0.064
N -0.468675 -0.019380 0.258618 -0.2 0.1 0.8 -0.134
N 0.100740 0.686538 -0.771355 -0.7 -0.3 0.5 -0.004
H 1.250776 -0.659031 1.159656 2.1 0.1 -0.3 0.027
H -0.198553 -1.326981 1.952844 -0.4 1.2 -1.3 0.082
H -0.417624 1.539661 -0.988226 0.6 -0.8 -0.1 0.087
H 1.059190 0.549951 -1.060828 0.1 0.3 0.4 0.083